# 1
{
  "formula": "C31H31AlN4OS2Te",
  "method": "wB97M-V/def2-TZVPD",
  "gap_ev": [6.28, 7.33],
  "multiplicity": 2,
  "homo_ev": [-9.1, -10.8],
  "e_above_lowest_kj_mol": 0.0,
  "lumo_energy_ev": [-2.80, -3.46],
  "s_squared": 0.765,
  "total_charge": 1,
  "species": ["Al", "C", "S", "C", "S", "N", "N", "C", "C", "C", "C", "C", "C", "N", "H", "H", "H", "H", "H", "H", "H", "H", "C", "C", "C", "C", "C", "C", "Te", "N", "C", "O", "C", "C", "C", "C", "C", "C", "C", "C", "C", "C", "C", "C", "C", "C", "C", "C", "H", "H", "H", "H", "H", "H", "H", "H", "H", "H", "H", "H", "H", "H", "H", "H", "H", "H", "H", "H", "H", "H", "H"],
  "xyz": [[1.348, 1.056, -1.195], [-1.013, 4.828, 2.018], [0.693, 4.256, 2.017], [0.685, 3.207, 0.627], [2.267, 2.466, 0.297], [-0.391, 3.010, -0.060], [-0.189, 2.104, -1.082], [-0.971, 2.078, -2.151], [-0.456, 1.318, -3.225], [-1.104, 1.169, -4.468], [-0.493, 0.490, -5.482], [0.792, -0.066, -5.269], [1.382, 0.080, -4.053], [0.794, 0.745, -3.018], [-1.091, 5.514, 2.861], [-1.694, 3.989, 2.151], [-1.236, 5.345, 1.089], [-1.879, 2.667, -2.213], [-2.083, 1.618, -4.591], [-0.979, 0.385, -6.444], [1.311, -0.598, -6.054], [2.364, -0.337, -3.862], [-2.351, 2.246, 5.525], [-1.636, 1.570, 4.385], [-0.327, 1.124, 4.523], [0.336, 0.469, 3.496], [1.782, 0.071, 3.718], [-0.354, 0.250, 2.284], [0.486, -1.394, 1.252], [1.415, -0.623, -0.366], [2.026, -1.750, -0.859], [1.682, -2.856, -0.433], [3.167, -1.618, -1.806], [3.491, -2.687, -2.634], [4.532, -2.560, -3.540], [5.259, -1.374, -3.611], [4.956, -0.317, -2.767], [3.912, -0.441, -1.860], [-1.209, -2.241, 0.345], [-1.542, -1.922, -0.961], [-2.629, -2.533, -1.559], [-3.370, -3.462, -0.843], [-3.015, -3.789, 0.457], [-1.924, -3.192, 1.083], [-1.564, -3.575, 2.501], [-1.645, 0.776, 2.086], [-2.372, 0.756, 0.769], [-2.258, 1.416, 3.153], [-1.824, 2.097, 6.467], [-3.365, 1.861, 5.630], [-2.426, 3.322, 5.349], [0.197, 1.296, 5.459], [2.261, 0.799, 4.370], [2.358, 0.055, 2.794], [1.871, -0.905, 4.201], [2.911, -3.598, -2.562], [4.780, -3.387, -4.195], [6.077, -1.283, -4.313], [5.543, 0.592, -2.796], [3.741, 0.356, -1.145], [-0.946, -1.214, -1.525], [-2.896, -2.284, -2.579], [-4.224, -3.942, -1.303], [-3.593, -4.527, 1.002], [-2.284, -4.283, 2.908], [-1.563, -2.704, 3.166], [-0.580, -4.047, 2.546], [-1.764, 0.347, -0.021], [-2.619, 1.780, 0.482], [-3.302, 0.185, 0.829], [-3.258, 1.817, 3.008]]
}

# 2
{
  "formula": "C3H9N2",
  "method": "wB97M-V/def2-TZVPD",
  "gap_ev": [8.93, 9.15],
  "multiplicity": 1,
  "homo_ev": [-14.3, -14.0],
  "e_above_lowest_kj_mol": 489.9,
  "lumo_energy_ev": [-5.35, -4.85],
  "total_charge": 1,
  "species": ["C", "C", "C", "N", "N", "H", "H", "H", "H", "H", "H", "H", "H", "H"],
  "xyz": [[0.920, 0.184, -0.068], [1.421, 1.170, 0.797], [-1.971, -0.770, -0.127], [-1.363, 0.488, -0.042], [1.369, -0.837, -0.670], [1.475, 0.623, 1.745], [2.434, 1.604, 0.419], [0.643, 1.962, 0.909], [-3.033, -0.495, 0.056], [-1.855, -1.218, -1.022], [-1.685, -1.475, 0.735], [-1.523, 1.085, -0.811], [2.434, -1.066, -0.623], [0.734, -1.256, -1.299]]
}

# 3
{
  "formula": "C2H3Cl3OP",
  "method": "wB97M-V/def2-TZVPD",
  "gap_ev": [6.59, 6.85],
  "multiplicity": 3,
  "homo_ev": [-11.4, -16.1],
  "e_above_lowest_kj_mol": 43.9,
  "lumo_energy_ev": [-4.78, -9.30],
  "s_squared": 2.008,
  "total_charge": 1,
  "species": ["C", "C", "O", "P", "Cl", "Cl", "Cl", "H", "H", "H"],
  "xyz": [[0.036, 0.024, -0.749], [-0.506, 1.080, 0.022], [-0.135, 0.078, 0.723], [-3.105, 0.276, -0.077], [-3.186, -1.352, 0.997], [-4.345, 1.513, 0.959], [-4.089, -0.098, -1.745], [-0.786, -0.770, -1.032], [0.990, 0.006, -1.121], [-0.722, 2.044, 0.333]]
}

# 4
{
  "formula": "C19H24Cl15F3O4",
  "method": "wB97M-V/def2-TZVPD",
  "gap_ev": 7.83,
  "multiplicity": 1,
  "homo_ev": -9.8,
  "lumo_energy_ev": -1.93,
  "species": ["O", "C", "C", "C", "C", "C", "O", "C", "C", "F", "F", "F", "C", "O", "C", "C", "C", "O", "Cl", "C", "H", "H", "H", "H", "H", "H", "H", "H", "H", "H", "Cl", "C", "Cl", "H", "H", "Cl", "C", "Cl", "H", "H", "Cl", "C", "Cl", "H", "H", "Cl", "C", "Cl", "H", "H", "Cl", "C", "Cl", "H", "H", "Cl", "C", "Cl", "H", "H", "Cl", "C", "Cl", "H", "H"],
  "xyz": [[3.938, -0.035, 2.233], [3.108, 0.766, 1.554], [1.674, 0.335, 0.881], [1.257, 1.101, -0.360], [-0.211, 0.698, -1.005], [-0.858, 1.921, -1.945], [-2.313, 1.939, -1.724], [-2.755, 3.138, -0.995], [-2.957, 2.893, 0.638], [-1.750, 3.286, 1.409], [-4.101, 3.776, 1.080], [-3.308, 1.489, 0.973], [2.263, 2.268, -0.949], [2.372, 2.547, -2.272], [3.116, 3.139, 0.191], [3.432, 4.739, -0.062], [2.436, 5.690, 0.867], [2.853, 6.043, 2.100], [0.790, 6.255, 0.171], [3.533, 2.368, 1.411], [0.970, -0.517, 1.327], [-0.185, -0.339, -1.585], [-0.969, 0.602, -0.089], [-0.616, 1.709, -3.086], [-0.342, 2.942, -1.687], [-3.849, 3.385, -1.403], [-2.119, 4.102, -1.188], [3.326, 5.042, -1.192], [4.522, 4.929, 0.326], [4.154, 2.932, 2.248], [3.618, -2.459, 6.065], [3.299, -0.934, 5.230], [1.634, -0.869, 4.639], [3.463, -0.107, 5.925], [3.982, -0.844, 4.381], [0.591, -3.218, -1.823], [-1.058, -3.255, -1.187], [-1.936, -1.781, -1.612], [-1.583, -4.116, -1.609], [-1.018, -3.344, -0.099], [0.695, 2.230, 2.887], [-0.155, 3.181, 4.111], [-0.269, 2.297, 5.638], [0.390, 4.113, 4.280], [-1.163, 3.403, 3.753], [-2.504, -6.315, -2.999], [-0.900, -6.394, -3.737], [-0.652, -5.054, -4.864], [-0.143, -6.343, -2.951], [-0.805, -7.338, -4.280], [-1.105, -1.733, 1.887], [-1.955, -0.782, 3.111], [-2.069, -1.667, 4.638], [-1.410, 0.149, 3.280], [-2.963, -0.560, 2.753], [-6.878, -4.582, -4.281], [-6.016, -5.484, -3.028], [-6.288, -4.773, -1.432], [-6.374, -6.516, -3.023], [-4.946, -5.465, -3.248], [2.114, -3.010, -4.638], [3.558, -2.176, -4.052], [3.171, -0.539, -3.509], [3.978, -2.738, -3.214], [4.289, -2.119, -4.862]]
}

# 5
{
  "formula": "C2HCl3S",
  "method": "wB97M-V/def2-TZVPD",
  "gap_ev": [5.51, 5.51],
  "multiplicity": 1,
  "homo_ev": [-8.6, -8.6],
  "e_above_lowest_kj_mol": 396.5,
  "lumo_energy_ev": [-3.08, -3.08],
  "species": ["C", "C", "S", "Cl", "Cl", "Cl", "H"],
  "xyz": [[-0.168, 0.648, 0.536], [-1.331, 0.993, 0.108], [-2.120, -0.337, -2.807], [0.468, 0.954, 2.135], [-2.676, 1.626, 0.677], [-3.818, 0.560, -2.637], [0.306, 0.096, -0.160]]
}

Respective molecular weight values: 694.332; 73.119; 180.378; 905.186; 163.456 g/mol.